1.
20
Properties=species:S:1:pos:R:3:forces:R:3 method="wB97M-V/def2-TZVPD" e_lumo_ev=-13.87 homo_energy_ev=-16.2 orbital_gap_ev=2.30 charge=+2
O -2.2612 0.9342 -1.9842 1.251 0.302 0.839
C -1.3927 1.2467 -1.2267 -2.303 -0.091 -0.979
O -1.5691 1.2967 0.1282 0.414 0.299 -1.029
C -0.7495 0.4515 0.8043 0.216 -0.162 0.701
C -1.0158 -0.8869 0.9319 -1.101 0.376 -0.916
C -0.1690 -1.6618 1.6582 0.207 -2.088 0.583
N 0.9485 -1.2700 2.2551 0.041 0.092 -0.132
C 1.1278 0.0168 2.0909 1.708 -0.348 1.154
C 0.3866 0.9123 1.4346 -0.207 2.090 -0.647
O -0.1277 1.6414 -1.6643 0.140 -1.022 0.565
P 0.6123 0.5883 -2.6867 0.559 0.581 -0.427
O 0.4222 -0.9002 -2.1292 -0.044 0.825 0.201
O -0.0739 0.5855 -4.0768 -0.233 -0.215 0.506
H -1.8843 -1.3222 0.4726 -0.289 -0.130 -0.052
H -0.4265 -2.7011 1.7794 0.018 -0.303 0.092
H 2.0886 0.4169 2.6076 -0.732 0.581 -0.299
H 0.6625 1.9516 1.3974 0.062 0.264 -0.141
H 0.8391 -0.9351 -1.2554 0.033 -0.591 0.206
H -0.9154 0.0860 -4.0359 -0.248 0.090 -0.591
Hg 3.4977 -0.4506 3.4989 0.508 -0.550 0.368

2.
69
Properties=species:S:1:pos:R:3:forces:R:3 method="wB97M-V/def2-TZVPD" e_lumo_ev=0.64 homo_energy_ev=-8.4 orbital_gap_ev=9.07 de_lowest_kj_mol=14.8 charge=0
C 0.2800 -2.2104 0.9406 0.282 -0.215 -0.027
C -0.7601 -1.5513 1.4681 0.125 0.176 0.226
C -1.2533 -0.2222 0.9514 1.061 0.288 0.520
P -0.8184 1.3093 1.8847 -0.391 0.026 -0.050
C -1.2188 0.6041 3.6063 0.233 -0.035 -0.139
C -0.0451 -0.0003 4.4191 -0.526 0.128 0.250
O 1.1191 -0.2612 3.6490 0.083 -0.051 -0.086
C 0.2959 0.8402 5.6727 0.401 -0.047 0.061
N 1.3218 1.8629 5.5011 -0.131 -0.010 -0.041
O -0.4565 2.0622 0.3281 -0.072 0.049 0.147
C -0.0206 3.4020 0.4069 0.240 -0.312 -0.302
C 1.4681 3.5138 0.1035 -0.079 0.213 0.310
O 2.2523 3.4129 1.2922 -0.067 -0.216 0.015
C 3.1194 2.2904 1.3021 0.111 0.086 0.085
C 3.9449 2.3064 2.5838 0.156 -0.174 -0.178
H 1.2380 -1.7364 0.7405 -0.513 0.508 -1.407
H 0.2497 -3.2721 0.7141 0.337 -0.328 1.428
H -1.2647 -1.9683 2.3364 -0.982 -0.679 -0.861
H -0.9107 -0.0908 -0.0681 -0.042 0.048 -0.023
H -2.3438 -0.2816 0.9336 -0.029 0.138 0.086
H 0.4676 1.6982 2.2910 0.006 0.030 0.052
H -1.8238 2.2790 2.0643 -0.004 0.029 -0.001
H -1.6804 1.4163 4.1740 0.074 0.061 -0.010
H -2.0054 -0.1463 3.4879 -0.033 0.019 0.008
H -0.3675 -0.9768 4.7843 0.101 -0.073 -0.070
H 1.6049 0.5677 3.5431 -0.064 -0.092 0.125
H -0.6009 1.3203 6.0663 -0.092 -0.099 -0.081
H 0.6532 0.1628 6.4498 0.050 0.043 0.025
H 1.1672 2.4624 4.6985 0.015 0.056 0.045
H 2.2482 1.4622 5.4525 -0.003 0.049 -0.075
H -0.5634 4.0063 -0.3267 -0.115 -0.024 0.074
H -0.2030 3.8127 1.4106 -0.002 0.195 -0.076
H 1.6687 4.4871 -0.3544 0.106 -0.021 0.008
H 1.7489 2.7180 -0.5892 -0.076 0.082 -0.152
H 3.7860 2.3348 0.4334 -0.049 0.018 -0.037
H 2.5395 1.3613 1.2233 0.006 0.008 -0.066
H 4.9728 2.0204 2.3610 0.025 -0.008 0.061
H 3.5830 1.5934 3.3251 -0.108 0.121 0.087
H 3.9641 3.3070 3.0120 -0.067 0.008 0.001
C -0.7337 4.8719 -6.7536 -0.174 -0.017 0.080
C 0.2088 4.8495 -5.5707 0.182 0.014 -0.193
O -0.4846 5.0004 -4.3198 -0.020 0.008 0.012
C -1.1373 3.9190 -3.8946 0.037 -0.005 0.021
O -1.1687 2.8466 -4.4410 -0.008 0.012 0.001
O -1.7460 4.2269 -2.7495 -0.026 0.036 0.008
C -2.5404 3.1701 -2.1982 -0.040 -0.112 0.106
H -1.3349 5.7819 -6.7429 0.057 0.036 -0.035
H -0.1644 4.8381 -7.6827 0.015 0.020 0.005
H -1.4085 4.0180 -6.7315 0.049 -0.037 -0.007
H 0.8899 5.6975 -5.6097 -0.034 0.030 0.096
H 0.8049 3.9374 -5.5488 -0.093 -0.059 0.040
H -1.9474 2.2671 -2.0731 0.004 -0.002 -0.030
H -3.4008 2.9744 -2.8364 0.039 -0.034 -0.040
H -2.8736 3.5174 -1.2247 0.028 0.083 -0.020
C 0.7537 -9.0004 -1.1945 0.057 0.183 -0.034
C -0.7083 -8.8553 -0.8343 0.018 -0.268 0.011
O -1.0746 -7.4862 -0.5893 0.014 0.026 0.007
C -1.2069 -6.7272 -1.6758 -0.020 -0.012 0.009
O -1.0784 -7.0885 -2.8171 -0.003 0.006 0.010
O -1.5152 -5.4909 -1.2825 0.002 0.014 0.015
C -1.6234 -4.5414 -2.3465 -0.007 0.189 -0.066
H 1.3811 -8.5562 -0.4209 -0.004 -0.065 0.039
H 1.0093 -10.0558 -1.2909 -0.009 -0.007 0.023
H 0.9745 -8.5046 -2.1381 -0.037 -0.040 -0.029
H -0.9233 -9.3673 0.1016 -0.037 0.092 0.041
H -1.3559 -9.2731 -1.6048 0.019 0.095 -0.066
H -2.3257 -4.8771 -3.1062 0.025 -0.077 0.009
H -0.6483 -4.3695 -2.7999 -0.007 -0.062 -0.042
H -1.9787 -3.6191 -1.8963 0.005 -0.046 0.094